(1)
27
Properties=species:S:1:pos:R:3:forces:R:3:nbo_charge:R:1 method="wB97M-V/def2-TZVPD" total_charge=-2 gap_ev=6.351 homo_energy_ev=-2.206
Na -0.382 0.813 -1.504 -0.848 -0.098 0.329 0.953
N -1.209 2.392 1.289 -0.147 0.507 -0.179 0.719
O -1.451 2.444 2.502 0.101 -0.070 0.064 -0.532
O -0.086 1.966 0.890 0.198 -0.251 -0.197 -0.636
O -2.025 2.792 0.446 0.009 -0.130 0.040 -0.519
N -2.270 1.162 -4.279 0.171 -0.320 0.187 0.711
O -2.127 2.277 -4.807 0.076 0.248 -0.151 -0.555
O -3.382 0.672 -4.098 -0.123 0.010 -0.210 -0.485
O -1.235 0.507 -3.922 0.246 0.243 0.328 -0.657
N -3.097 -0.660 -0.023 -0.224 -0.763 0.567 0.719
O -3.414 -0.543 1.177 0.087 0.130 -0.035 -0.544
O -3.955 -0.709 -0.902 0.065 0.184 -0.179 -0.494
O -1.871 -0.833 -0.306 0.225 0.542 -0.504 -0.660
C 0.129 -1.733 1.660 1.181 -0.169 0.427 -0.626
C 1.092 -0.657 2.149 -1.352 -0.111 0.280 -0.110
O 2.386 -0.763 1.514 1.144 -0.285 0.033 -0.476
C 2.520 -0.323 0.290 -1.107 -0.119 0.736 0.706
O 1.653 0.187 -0.363 0.569 -0.060 -0.714 -0.575
C 3.934 -0.570 -0.272 -0.053 0.083 0.027 0.898
F 4.795 -1.130 0.586 -0.136 0.053 0.082 -0.316
F 3.843 -1.391 -1.327 0.114 0.194 -0.099 -0.313
F 4.460 0.600 -0.659 0.056 -0.151 -0.203 -0.314
H -0.059 -1.633 0.597 -0.534 -0.009 0.213 0.255
H -0.756 -1.672 2.289 -0.376 0.226 -0.529 0.245
H 0.570 -2.717 1.867 0.093 -0.012 -0.100 0.168
H 1.256 -0.822 3.213 0.464 0.160 -0.055 0.171
H 0.681 0.345 1.994 0.100 -0.031 -0.158 0.268

=====

(2)
13
Properties=species:S:1:pos:R:3:forces:R:3:nbo_charge:R:1 method="wB97M-V/def2-TZVPD" gap_ev="9.575 / 7.886" homo_energy_ev="-9.333 / -9.054"
C 0.421 -1.661 -0.780 0.505 1.633 -0.185 0.754
C -0.583 -0.050 0.997 1.736 -0.738 -0.142 -0.682
C -0.032 -0.330 -0.375 0.236 -0.678 1.342 -0.166
C 2.715 0.388 0.341 -0.997 -0.554 -0.070 0.570
O 0.949 -2.013 -1.787 -0.142 0.190 -0.693 -0.532
F 0.342 -2.521 0.219 -0.415 -1.155 1.330 -0.340
F 2.551 1.120 1.427 0.095 0.103 0.182 -0.325
F 3.249 1.066 -0.638 0.338 0.270 -0.315 -0.311
H -1.146 -0.925 1.216 -0.614 -0.657 0.850 0.232
H 0.285 0.009 1.720 -1.036 -0.054 -0.507 0.238
H -1.204 0.815 1.128 -0.107 0.521 -0.370 0.231
H 0.103 0.454 -1.039 0.161 1.114 -1.456 0.202
H 3.065 -0.626 0.495 0.241 0.006 0.035 0.130

=====

(3)
13
Properties=species:S:1:pos:R:3:forces:R:3:nbo_charge:R:1 method="wB97M-V/def2-TZVPD" gap_ev=9.785 homo_energy_ev=-9.010
C -0.934 -1.360 0.478 -1.114 1.462 -0.047 -0.170
C -0.397 -0.262 -0.344 2.865 -2.425 2.249 0.282
C -0.911 1.079 -0.496 0.657 1.583 0.532 -0.710
C 1.849 0.083 0.132 -5.838 0.440 -1.166 0.939
O -0.785 -1.405 -0.998 0.268 0.226 0.803 -0.469
F 2.613 0.036 -0.927 0.717 0.197 0.033 -0.315
F 1.669 1.371 0.571 1.404 -1.037 -0.024 -0.356
F 2.262 -0.715 1.082 0.577 0.111 0.365 -0.318
H -0.364 -2.006 1.176 -0.179 0.341 -1.069 0.214
H -1.992 -1.099 0.775 1.066 -0.935 -0.225 0.179
H -0.436 1.407 -1.436 -0.443 0.894 0.566 0.240
H -0.587 1.599 0.453 0.161 -0.058 -1.490 0.252
H -1.986 1.274 -0.466 -0.141 -0.798 -0.528 0.235

=====

E_tot, respectively: -43784.35364 -14425.73950 -14424.91908 eV.
ΔE to the lowest compared entry with this formula, charge and spin, respectively: 0.0 222.4 301.5 kJ/mol.